17
Properties=species:S:1:pos:R:3:mulliken_charge:R:1 method="wB97M-V/def2-TZVPD" charge=0 max_force_ha_per_bohr=0.078 homo_lumo_gap_ev=7.6 spin_multiplicity=1 e_above_lowest_kcal_mol=81.2 total_energy_ha=-3206.090763
C 0.10 -1.91 -0.16 -1.071
C -0.01 -0.91 0.80 0.989
C -0.13 1.46 -0.57 0.354
C -1.20 -0.86 1.78 -1.264
C 0.41 1.41 -1.94 -0.976
C 0.90 0.25 0.74 -0.755
S -1.05 2.52 0.23 -0.210
Br 2.61 0.07 0.05 -0.099
H 0.93 -2.00 -0.78 0.304
H -0.57 -2.76 -0.33 0.284
H -1.27 -1.92 2.23 0.342
H -1.07 -0.07 2.46 0.371
H -2.03 -0.74 1.11 0.309
H 1.02 0.53 -2.25 0.294
H -0.53 1.59 -2.72 0.275
H 1.03 2.29 -2.12 0.317
H 0.87 1.05 1.46 0.536

---

16
Properties=species:S:1:pos:R:3:mulliken_charge:R:1 method="wB97M-V/def2-TZVPD" charge=0 max_force_ha_per_bohr=0.079 smiles="C=CC(=C)[C@@H](C)Cl" homo_lumo_gap_ev=10.3 spin_multiplicity=1 e_above_lowest_kcal_mol=40.5 total_energy_ha=-694.108670
C 1.92 -1.48 1.28 -0.653
C 1.27 -0.33 1.28 -0.272
C 0.36 0.11 -0.14 0.027
C 0.89 -0.22 -1.33 -0.882
C -0.94 0.80 0.14 0.649
C -2.03 0.95 -0.93 -1.303
Cl -1.57 -0.12 1.51 -0.194
H 2.53 -1.94 2.10 0.251
H 2.18 -1.98 0.36 0.201
H 0.99 0.36 2.17 0.297
H 0.30 -0.32 -2.18 0.289
H 1.85 -0.71 -1.43 0.309
H -0.78 1.88 0.56 0.250
H -2.41 -0.01 -1.39 0.303
H -1.80 1.62 -1.76 0.337
H -2.75 1.40 -0.24 0.389

---

19
Properties=species:S:1:pos:R:3:mulliken_charge:R:1 method="wB97M-V/def2-TZVPD" charge=+1 max_force_ha_per_bohr=0.137 homo_lumo_gap_ev="7.0 / 6.8" spin_multiplicity=3 e_above_lowest_kcal_mol=36.8 s2=2.013 total_energy_ha=-1263.475617
C -1.96 0.07 0.59 -0.205
C -1.50 -1.71 -1.11 -0.500
C -2.39 -0.87 -0.49 0.247
C 0.74 -1.22 -0.37 -0.298
C -1.11 1.08 0.22 0.424
C -0.50 2.07 1.17 -1.006
N -0.13 -1.73 -1.09 -0.516
N 2.08 -1.41 -1.03 -0.230
Cl -4.00 -1.17 -0.83 -0.089
Cl -0.61 1.18 -1.43 -0.125
H -2.22 -0.26 1.63 0.283
H -1.76 -2.31 -1.87 0.527
H 0.70 -0.88 0.67 0.496
H -0.72 1.69 2.13 0.325
H -0.81 3.16 1.03 0.320
H 0.61 2.06 0.86 0.278
H 2.75 -1.74 -0.46 0.332
H 2.43 -0.48 -1.55 0.377
H 1.80 -2.02 -1.74 0.360

---

20
Properties=species:S:1:pos:R:3:mulliken_charge:R:1 method="wB97M-V/def2-TZVPD" charge=+1 max_force_ha_per_bohr=0.133 homo_lumo_gap_ev=9.1 spin_multiplicity=1 e_above_lowest_kcal_mol=110.8 total_energy_ha=-1338.776429
C -0.39 -1.09 -1.67 -0.262
C 1.06 -1.54 -1.37 0.468
C 1.69 -0.85 -0.16 -0.699
C -0.75 -0.35 0.51 -0.035
C -1.56 0.92 0.93 -1.181
C 2.80 0.53 -1.32 0.141
N -1.21 -0.79 -0.78 -0.341
N 0.70 0.08 0.49 -0.076
O 1.70 -2.41 -1.93 -0.480
Cl 4.21 0.85 -0.46 -0.055
Cl 1.70 1.80 -1.66 -0.082
H -0.91 -1.25 -2.64 0.437
H 2.38 -1.42 0.33 0.613
H -0.81 -1.03 1.28 0.505
H -0.84 1.55 1.52 0.325
H -2.53 0.74 1.31 0.354
H -1.59 1.47 0.00 0.396
H 3.02 -0.11 -2.28 0.349
H 1.06 0.16 1.36 0.295
H 0.67 1.02 -0.08 0.325

---

24
Properties=species:S:1:pos:R:3:mulliken_charge:R:1 method="wB97M-V/def2-TZVPD" charge=-3 max_force_ha_per_bohr=0.023 homo_lumo_gap_ev="6.6 / 7.0" spin_multiplicity=3 e_above_lowest_kcal_mol=0.0 s2=2.004 total_energy_ha=-1733.724116
Pd -0.56 0.86 -0.39 1.234
C -2.71 2.56 2.85 -1.155
C -1.91 1.82 1.79 1.040
O -2.46 1.64 0.66 -0.719
O -0.78 1.39 2.10 -0.694
H -2.55 2.14 3.84 0.274
H -3.77 2.68 2.62 0.281
H -2.30 3.59 2.85 0.256
C 3.57 -0.54 -1.05 -1.082
C 2.27 0.06 -0.50 0.970
O 2.19 0.19 0.73 -0.691
O 1.40 0.35 -1.38 -0.787
H 4.03 0.14 -1.78 0.263
H 3.39 -1.50 -1.54 0.227
H 4.26 -0.70 -0.22 0.304
C -0.23 -2.85 -1.67 -0.767
C -0.42 -2.49 -0.18 0.415
O -0.85 -1.34 0.02 -0.682
O -0.16 -3.37 0.67 -0.766
H -1.20 -3.07 -2.14 0.230
H 0.39 -3.74 -1.82 0.279
H 0.20 -1.96 -2.14 0.181
Cl -1.93 0.52 -2.64 -0.754
Cl 0.15 3.62 -0.71 -0.858

---

18
Properties=species:S:1:pos:R:3:mulliken_charge:R:1 method="wB97M-V/def2-TZVPD" charge=0 max_force_ha_per_bohr=0.091 homo_lumo_gap_ev="8.6 / 8.6" spin_multiplicity=1 e_above_lowest_kcal_mol=58.6 total_energy_ha=-803.593772
C -0.09 -0.82 -0.84 0.717
C -0.30 -2.09 -1.59 -0.131
C 1.11 -0.68 0.08 -0.869
C 0.71 0.40 1.12 -0.860
C -0.19 1.47 0.39 0.584
C -1.26 2.23 1.14 -1.243
N -1.08 -0.08 -1.07 -0.670
N 0.52 -3.06 -1.48 -0.559
Cl 0.83 2.42 -0.67 -0.163
H -1.03 -2.03 -2.41 0.385
H 1.33 -1.66 0.47 0.394
H 1.83 -0.35 -0.56 0.367
H 0.28 0.00 1.98 0.413
H 1.61 1.01 1.35 0.361
H -1.71 2.90 0.45 0.385
H -0.82 2.81 1.99 0.311
H -2.00 1.56 1.52 0.335
H 0.26 -4.04 -1.86 0.243

---

20
Properties=species:S:1:pos:R:3:mulliken_charge:R:1 method="wB97M-V/def2-TZVPD" charge=0 max_force_ha_per_bohr=0.083 homo_lumo_gap_ev="7.5 / 7.5" spin_multiplicity=1 e_above_lowest_kcal_mol=19.8 total_energy_ha=-1277.046383
C -2.11 0.09 -1.21 -0.307
C 1.22 1.39 -0.06 0.373
C -3.00 -1.64 0.13 -0.264
C -1.20 0.75 -0.24 0.079
C 2.56 -0.39 0.94 -0.875
C 2.53 0.71 -0.20 -0.591
N -2.90 -0.86 -1.02 -0.471
N 0.14 0.54 -0.45 -0.051
O 1.04 2.45 0.43 -0.547
S -1.76 -1.10 1.42 -0.248
Cl -1.76 2.18 0.50 -0.087
H -2.22 0.41 -2.16 0.574
H -3.91 -1.50 0.66 0.304
H -2.63 -2.72 0.11 0.235
H 1.83 -0.02 1.60 0.318
H 2.26 -1.37 0.55 0.281
H 3.63 -0.32 1.39 0.284
H 2.56 0.39 -1.28 0.323
H 3.41 1.32 -0.12 0.366
H 0.31 -0.29 -0.99 0.306

---

23
Properties=species:S:1:pos:R:3:mulliken_charge:R:1 method="wB97M-V/def2-TZVPD" charge=+1 max_force_ha_per_bohr=0.126 smiles="COC1=[NH+][C@H](C(OC)=[N+]([O-])[O-])C(Cl)=[NH+]1" homo_lumo_gap_ev="8.0 / 6.9" spin_multiplicity=1 e_above_lowest_kcal_mol=57.6 total_energy_ha=-1158.936110
C -1.29 -0.74 3.20 -0.736
O -0.96 -1.39 1.96 -0.359
C -1.12 -0.81 0.81 0.527
N -0.75 -1.46 -0.37 -0.282
C -0.73 -0.49 -1.39 0.384
C 0.75 0.10 -1.59 0.024
O 1.71 -0.41 -0.73 -0.277
C 2.75 0.36 -0.16 -0.767
N 0.89 1.09 -2.56 1.024
O -0.13 1.43 -3.15 -0.621
O 2.01 1.53 -2.79 -0.607
C -1.55 0.58 -0.83 -0.161
Cl -2.09 2.01 -1.46 -0.048
N -1.55 0.40 0.59 0.007
H -0.54 -0.04 3.16 0.430
H -1.41 -1.47 3.96 0.260
H -2.31 -0.24 3.15 0.278
H 0.11 -2.03 -0.22 0.400
H -1.12 -0.81 -2.35 0.412
H 3.26 -0.21 0.60 0.299
H 2.47 1.32 0.02 0.389
H 3.60 0.31 -1.00 0.297
H -2.03 0.99 1.13 0.128

---

16
Properties=species:S:1:pos:R:3:mulliken_charge:R:1 method="wB97M-V/def2-TZVPD" charge=0 max_force_ha_per_bohr=0.089 homo_lumo_gap_ev=10.4 spin_multiplicity=1 e_above_lowest_kcal_mol=38.7 total_energy_ha=-333.794687
C 1.45 1.17 0.22 -0.837
C 2.17 0.06 0.09 0.430
C 1.10 -0.89 0.58 -0.820
C 0.21 0.28 0.50 0.454
C -2.10 -0.30 -0.27 -1.115
C -0.78 0.42 -0.65 -0.679
F 3.33 -0.26 -0.42 -0.309
H 1.75 2.24 0.04 0.338
H 0.73 -1.74 -0.03 0.227
H 1.38 -1.34 1.57 0.227
H -0.51 0.49 1.35 0.462
H -1.97 -1.26 -0.72 0.269
H -3.07 0.12 -0.56 0.337
H -2.19 -0.42 0.78 0.367
H -1.11 1.45 -0.84 0.295
H -0.40 -0.02 -1.63 0.354

---

16
Properties=species:S:1:pos:R:3:mulliken_charge:R:1 method="wB97M-V/def2-TZVPD" charge=0 max_force_ha_per_bohr=0.084 smiles="C/C=C/[C@H]1C[C@@H]1F" homo_lumo_gap_ev=9.8 spin_multiplicity=1 e_above_lowest_kcal_mol=43.0 total_energy_ha=-333.787779
C -2.42 0.90 0.43 -1.342
C -1.13 0.19 0.33 -0.122
C -0.49 -0.11 -0.76 -0.152
C 0.93 -0.45 -0.89 -0.386
C 2.01 0.18 0.08 -0.674
C 1.56 -1.20 0.33 0.030
F 2.37 -2.27 0.10 -0.313
H -3.09 0.66 -0.38 0.353
H -2.36 1.91 0.27 0.329
H -2.83 0.79 1.42 0.333
H -0.72 -0.09 1.28 0.185
H -1.03 0.07 -1.65 0.347
H 1.24 -0.60 -1.89 0.522
H 2.91 0.27 -0.56 0.253
H 1.92 1.07 0.61 0.319
H 1.11 -1.32 1.27 0.317

---

28
Properties=species:S:1:pos:R:3:mulliken_charge:R:1 method="wB97M-V/def2-TZVPD" charge=-1 max_force_ha_per_bohr=0.004 homo_lumo_gap_ev=7.1 spin_multiplicity=1 total_energy_ha=-2154.456278
C 4.53 1.00 1.76 -1.240
C 3.16 0.91 1.10 -0.393
C 1.98 1.29 1.99 -0.677
I 1.95 0.12 3.79 0.110
C 0.68 1.24 1.22 0.008
C -0.62 1.58 1.96 -0.399
O -1.63 0.85 1.26 -0.340
S -1.03 -0.59 0.90 1.110
O -1.60 -1.03 -0.31 -0.415
O -1.00 -1.39 2.08 -0.578
O 0.46 -0.05 0.63 -0.293
H 5.32 1.01 1.00 0.378
H 4.63 1.90 2.37 0.305
H 4.71 0.14 2.41 0.330
H 2.99 -0.08 0.69 0.339
H 3.13 1.61 0.25 0.331
H 2.10 2.32 2.34 0.407
H 0.80 1.93 0.38 0.374
H -0.87 2.63 1.88 0.304
H -0.58 1.27 3.01 0.333
C -4.13 -1.94 -3.16 0.593
F -5.42 -2.23 -3.41 -0.256
F -4.09 -0.66 -2.77 -0.233
F -3.77 -2.68 -2.10 -0.224
S -3.06 -2.25 -4.63 1.106
O -3.65 -1.37 -5.62 -0.670
O -3.26 -3.66 -4.87 -0.670
O -1.75 -1.87 -4.16 -0.640

---

21
Properties=species:S:1:pos:R:3:mulliken_charge:R:1 method="wB97M-V/def2-TZVPD" charge=+1 max_force_ha_per_bohr=0.080 homo_lumo_gap_ev=9.3 spin_multiplicity=1 e_above_lowest_kcal_mol=30.9 total_energy_ha=-697.574939
H -1.59 -1.62 1.14 0.249
N -0.98 -1.03 0.53 -0.420
C -1.59 -0.69 -0.54 0.510
C -2.90 -1.06 -1.17 -1.108
N -0.78 0.29 -1.21 -0.123
C 0.45 0.53 -0.65 0.677
C 1.39 1.41 -1.36 -1.209
N 0.83 -0.27 0.30 0.063
C 1.66 -0.55 1.20 -0.351
C 1.81 0.34 2.50 0.864
F 1.47 1.62 2.16 -0.276
F 1.08 -0.19 3.43 -0.200
F 3.06 0.53 2.92 -0.238
H -2.81 -1.88 -1.89 0.305
H -3.23 -0.26 -1.84 0.322
H -3.82 -1.35 -0.48 0.320
H -1.17 0.85 -1.93 0.255
H 1.70 2.26 -0.72 0.323
H 1.06 1.66 -2.33 0.385
H 2.38 0.93 -1.61 0.330
H 1.98 -1.55 1.53 0.322

---

Please write out number 7 again, unchanged.
20
Properties=species:S:1:pos:R:3:mulliken_charge:R:1 method="wB97M-V/def2-TZVPD" charge=0 max_force_ha_per_bohr=0.083 homo_lumo_gap_ev="7.5 / 7.5" spin_multiplicity=1 e_above_lowest_kcal_mol=19.8 total_energy_ha=-1277.046383
C -2.11 0.09 -1.21 -0.307
C 1.22 1.39 -0.06 0.373
C -3.00 -1.64 0.13 -0.264
C -1.20 0.75 -0.24 0.079
C 2.56 -0.39 0.94 -0.875
C 2.53 0.71 -0.20 -0.591
N -2.90 -0.86 -1.02 -0.471
N 0.14 0.54 -0.45 -0.051
O 1.04 2.45 0.43 -0.547
S -1.76 -1.10 1.42 -0.248
Cl -1.76 2.18 0.50 -0.087
H -2.22 0.41 -2.16 0.574
H -3.91 -1.50 0.66 0.304
H -2.63 -2.72 0.11 0.235
H 1.83 -0.02 1.60 0.318
H 2.26 -1.37 0.55 0.281
H 3.63 -0.32 1.39 0.284
H 2.56 0.39 -1.28 0.323
H 3.41 1.32 -0.12 0.366
H 0.31 -0.29 -0.99 0.306

---

Q: Which of these has the lowest charge?
A: C6H9Cl2O6Pd

---

Q: What is the charge in the tenth record?
A: 0